Record 1
{
  "formula": "C4H13N4O",
  "method": "ωB97M-V/def2-TZVPD",
  "species": ["C", "C", "N", "N", "N", "H", "H", "H", "H", "H", "H", "H", "H", "C", "C", "O", "N", "H", "H", "H", "H", "H"],
  "coordinates": [[-0.9294, -1.5216, -1.6213], [1.2752, -1.1639, -0.6458], [2.1812, -0.2650, -0.0672], [0.1784, -0.6779, -1.2474], [1.5550, -2.5166, -0.5659], [2.3190, 0.4571, -0.7764], [3.1797, -0.4150, 0.3157], [0.1310, 0.3780, -1.2823], [1.0763, -3.1422, -1.1385], [2.4850, -2.7449, -0.3566], [-1.5675, -1.5460, -0.7028], [-0.6417, -2.4837, -1.9733], [-1.6329, -1.0326, -2.3122], [-0.2059, 2.4971, 1.7154], [-1.1489, 1.8650, 0.8382], [-0.5426, 1.4613, -0.1134], [-2.3164, 1.1834, 1.1430], [-0.6841, 3.1759, 2.4720], [0.5655, 3.0188, 1.2084], [-2.6398, 0.2909, 0.7945], [-2.7433, 1.4951, 2.0554], [0.1061, 1.6869, 2.2605]],
  "e_tot_ha": -453.752633,
  "charge": 2,
  "largest_force_ev_per_a": 6.8,
  "spin_multiplicity": 2,
  "mol_weight_g_mol": 133.18,
  "homo_energy_ev": [-18.32, -18.16],
  "e_above_lowest_kcal_mol": 49.9
}

=====

Record 2
{
  "formula": "C47H41BaBrN10O7SSi",
  "method": "ωB97M-V/def2-TZVPD",
  "species": ["Ba", "O", "C", "C", "O", "C", "C", "O", "C", "O", "O", "C", "Si", "C", "C", "N", "C", "C", "C", "C", "C", "C", "O", "C", "C", "C", "C", "C", "C", "H", "H", "H", "H", "H", "H", "H", "H", "H", "H", "H", "H", "H", "H", "H", "H", "H", "H", "C", "C", "C", "C", "C", "C", "C", "S", "C", "O", "H", "H", "H", "H", "H", "H", "H", "H", "H", "H", "N", "C", "C", "N", "C", "C", "N", "H", "H", "H", "H", "H", "N", "C", "C", "C", "C", "C", "N", "C", "H", "H", "H", "H", "N", "C", "C", "C", "N", "C", "N", "Br", "C", "C", "C", "C", "N", "C", "H", "H", "H", "H"],
  "coordinates": [[-0.2441, -0.9846, 0.1640], [-2.9827, -0.2089, 5.8888], [-2.8018, -0.5414, 4.7627], [-3.0268, 0.4632, 3.6572], [-3.4333, 1.5677, 3.9220], [-2.5056, -0.1993, 2.4031], [-2.1907, -1.5949, 2.7607], [-1.7611, -2.4820, 1.9654], [-2.2394, -1.8187, 4.2610], [-1.9732, -2.7124, 5.0552], [-2.3343, 0.3833, 1.3080], [1.3770, -4.4337, -3.8199], [1.3902, -2.7687, -2.9256], [2.5881, -1.7121, -3.9773], [-0.3113, -2.1099, -3.0275], [1.6416, -2.7664, -1.2719], [2.7247, -3.3616, -0.6771], [3.7764, -4.0942, -1.3307], [4.7750, -4.7684, -0.6101], [4.8152, -4.6467, 0.7568], [3.8154, -3.9318, 1.4345], [2.8156, -3.2891, 0.7443], [1.8710, -2.4724, 1.3860], [2.0114, -2.1568, 2.7268], [3.0683, -1.3290, 3.1665], [3.1418, -0.9852, 4.5058], [2.0895, -1.2826, 5.3541], [0.9808, -2.0471, 4.9041], [0.9892, -2.5049, 3.5635], [2.3782, -4.8998, -3.8696], [1.0498, -4.3893, -4.8862], [0.7256, -5.1740, -3.3744], [2.4174, -2.0125, -5.0211], [3.6725, -1.7647, -3.7904], [2.4428, -0.6630, -3.9177], [-0.6774, -1.7840, -4.0085], [-0.3022, -1.1713, -2.4401], [-1.0731, -2.7652, -2.5599], [3.8447, -4.1342, -2.4032], [5.5663, -5.3340, -1.1538], [5.6139, -5.1137, 1.3610], [3.8970, -3.8860, 2.5003], [3.8616, -1.0036, 2.4470], [3.9716, -0.4313, 4.9165], [2.1130, -0.9444, 6.3661], [0.1058, -2.2604, 5.4733], [0.0921, -3.0265, 3.1543], [-4.3222, 3.7301, -3.6382], [-3.4426, 3.6296, -2.4289], [-2.4873, 4.6235, -2.2287], [-1.7209, 4.6935, -1.0690], [-1.8797, 3.7571, -0.0723], [-2.8377, 2.7787, -0.2671], [-3.6148, 2.6531, -1.4799], [-1.1005, 3.9384, 1.5296], [-2.4622, 4.7323, 2.3650], [-0.1380, 5.0816, 1.3416], [-4.9231, 4.6349, -3.5496], [-5.0880, 2.8972, -3.5962], [-3.7820, 3.7420, -4.5832], [-2.2055, 5.2654, -3.0239], [-1.0639, 5.5271, -0.9123], [-2.8293, 2.0210, 0.4779], [-4.3783, 1.8785, -1.6445], [-2.6882, 5.7200, 1.9833], [-2.1446, 4.7118, 3.4201], [-3.4073, 4.2073, 2.2658], [-0.6566, 2.2636, 5.2949], [0.3024, 2.2005, 4.2877], [0.2790, 1.1448, 3.3392], [1.2355, 1.0306, 2.4426], [2.2008, 1.9724, 2.3842], [2.1688, 3.0044, 3.2907], [1.2474, 3.1242, 4.2450], [-1.4204, 1.6187, 5.3246], [-0.6689, 3.0251, 5.9429], [-0.5324, 0.4505, 3.4268], [2.9120, 1.9045, 1.5862], [2.9419, 3.7709, 3.3493], [6.7208, -0.6928, -2.7674], [5.7495, -0.1470, -2.4605], [4.5687, 0.6043, -2.2035], [4.3199, 1.7860, -2.8653], [3.1247, 2.4760, -2.6885], [2.1939, 1.9060, -1.8544], [2.4085, 0.7381, -1.1915], [3.5654, 0.1708, -1.3356], [5.0503, 2.2127, -3.5602], [2.8927, 3.3950, -3.2355], [1.2810, 2.4123, -1.6978], [3.7156, -0.7626, -0.7962], [-0.9123, 0.8472, -1.8549], [-0.8067, 1.2786, -2.9241], [-0.6977, 1.7702, -4.2262], [-0.2018, 3.0717, -4.4599], [0.2270, 4.1262, -4.7290], [-1.2031, 1.1127, -5.3579], [-1.6623, 0.6705, -6.3173], [-5.6629, -4.4286, 0.9803], [-4.9607, -3.0216, -0.1430], [-5.8671, -2.2545, -0.9060], [-5.2833, -1.2835, -1.6567], [-3.9202, -1.0568, -1.5970], [-3.0425, -1.7672, -0.8559], [-3.5730, -2.7539, -0.1609], [-6.9681, -2.4030, -0.8291], [-5.9114, -0.6524, -2.2809], [-3.5037, -0.2184, -2.1462], [-2.9009, -3.3229, 0.4738]],
  "e_tot_ha": -6177.235725,
  "charge": -2,
  "largest_force_ev_per_a": 2.9,
  "mol_weight_g_mol": 1135.29,
  "homo_energy_ev": -2.63,
  "e_above_lowest_kcal_mol": 0.0
}

=====

Record 3
{
  "formula": "C4H13N2O4",
  "method": "ωB97M-V/def2-TZVPD",
  "species": ["N", "C", "C", "N", "C", "C", "O", "O", "H", "H", "H", "H", "H", "H", "H", "H", "H", "H", "H", "O", "H", "H", "O"],
  "coordinates": [[-0.4391, -1.5927, -1.0541], [-0.8605, -0.5190, -1.8707], [0.2315, 0.6460, -2.0308], [0.1886, 1.9050, -1.2615], [1.1475, 1.9371, -0.0821], [0.5992, 0.6992, 0.7719], [1.4647, -0.2052, 0.9101], [-0.6034, 0.5801, 1.0434], [0.5303, -1.8847, -1.1951], [-0.6621, -1.5515, -0.0855], [-1.0734, -0.8632, -2.9791], [-1.7618, -0.0727, -1.3879], [1.1718, 0.2196, -1.7554], [0.3084, 0.8542, -3.0776], [-0.7682, 2.1966, -1.0765], [1.0622, 2.9198, 0.4169], [2.1791, 1.7608, -0.4664], [-1.5009, -0.1414, 2.0849], [-1.4445, -0.8718, 3.4044], [-2.0774, -0.6083, 2.7586], [1.4373, -1.6748, 1.9858], [0.0249, -1.7096, 2.2656], [0.8458, -2.0237, 2.6811]],
  "e_tot_ha": -570.734802,
  "charge": -1,
  "largest_force_ev_per_a": 2.9,
  "mol_weight_g_mol": 153.16,
  "homo_energy_ev": -4.32,
  "e_above_lowest_kcal_mol": 35.9
}

=====

Record 4
{
  "formula": "C5H9NO",
  "method": "ωB97M-V/def2-TZVPD",
  "species": ["C", "C", "C", "C", "N", "C", "O", "H", "H", "H", "H", "H", "H", "H", "H", "H"],
  "coordinates": [[-0.1299, -1.2089, -0.8966], [-0.3201, 0.0794, -0.1015], [-1.7827, 0.4836, 0.0196], [0.3850, 0.1872, 1.2836], [1.1543, 1.1804, 0.8011], [0.6062, 1.2386, -0.5159], [0.8224, 1.9541, -1.4454], [-0.5549, -1.0811, -1.8990], [-0.6457, -2.0448, -0.4119], [0.9251, -1.4809, -1.0106], [-2.3408, -0.3098, 0.5273], [-2.2212, 0.6533, -0.9683], [-1.8856, 1.3994, 0.6113], [1.8270, -1.2763, 1.6702], [2.3834, -1.6400, 1.3305], [1.8717, 1.7251, 1.2709]],
  "e_tot_ha": -325.790608,
  "charge": 0,
  "largest_force_ev_per_a": 0.6,
  "mol_weight_g_mol": 99.13,
  "homo_energy_ev": -9.18,
  "e_above_lowest_kcal_mol": 92.2
}

=====

Record 5
{
  "formula": "C31H36Cl51N3O2S",
  "method": "ωB97M-V/def2-TZVPD",
  "species": ["C", "C", "O", "C", "O", "C", "C", "C", "C", "C", "C", "C", "C", "N", "C", "C", "N", "S", "N", "C", "H", "H", "H", "H", "H", "H", "H", "H", "H", "H", "H", "H", "H", "H", "H", "H", "H", "H", "H", "C", "Cl", "Cl", "Cl", "H", "C", "Cl", "Cl", "Cl", "H", "C", "Cl", "Cl", "Cl", "H", "C", "Cl", "Cl", "Cl", "H", "C", "Cl", "Cl", "Cl", "H", "C", "Cl", "Cl", "Cl", "H", "C", "Cl", "Cl", "Cl", "H", "C", "Cl", "Cl", "Cl", "H", "C", "Cl", "Cl", "Cl", "H", "C", "Cl", "Cl", "Cl", "H", "C", "Cl", "Cl", "Cl", "H", "C", "Cl", "Cl", "Cl", "H", "C", "Cl", "Cl", "Cl", "H", "C", "Cl", "Cl", "Cl", "H", "C", "Cl", "Cl", "Cl", "H", "C", "Cl", "Cl", "Cl", "H", "C", "Cl", "Cl", "Cl", "H"],
  "coordinates": [[-3.2536, -1.8475, 0.1387], [-2.0889, -2.2779, -0.7698], [-2.4445, -2.2780, -2.1585], [-2.8085, -1.0893, -2.7016], [-3.5151, -1.1148, -3.6639], [-2.3006, 0.2470, -2.1732], [-3.3390, 1.3459, -2.4154], [-4.5255, 1.2783, -1.4237], [-5.8468, 0.8579, -2.0104], [-6.6319, -0.0649, -1.3821], [-7.9047, -0.4931, -1.8610], [-8.6813, -1.5325, -1.1097], [-8.4395, -2.9764, -1.6445], [-8.1374, -3.0286, -3.0687], [-8.3933, 0.0353, -3.0194], [-7.6227, 0.9909, -3.7350], [-7.9880, 1.5491, -4.8909], [-6.7508, 2.5249, -5.2844], [-5.7754, 2.2906, -4.0456], [-6.3555, 1.3926, -3.2352], [-3.0435, -0.8613, 0.5521], [-3.3945, -2.5119, 0.9830], [-4.1591, -1.7807, -0.4628], [-1.8464, -3.3065, -0.5060], [-1.2297, -1.6358, -0.5970], [-1.3639, 0.5155, -2.6528], [-2.0930, 0.2386, -1.1036], [-3.6523, 1.3837, -3.4486], [-2.8335, 2.2930, -2.2147], [-4.6318, 2.2486, -0.9392], [-4.2760, 0.5465, -0.6600], [-6.2471, -0.4952, -0.4638], [-8.3437, -1.5522, -0.0733], [-9.7419, -1.2919, -1.0861], [-9.3332, -3.5632, -1.4122], [-7.5642, -3.3675, -1.1313], [-8.9105, -2.7298, -3.6440], [-7.8029, -3.9362, -3.3507], [-9.3570, -0.3105, -3.3654], [2.0119, 0.2886, -2.7477], [1.3049, 0.2788, -1.1286], [1.0666, 1.3034, -3.8322], [3.7051, 0.7856, -2.6274], [1.9658, -0.7194, -3.1389], [-1.6815, 5.5028, -0.6775], [-1.4923, 5.5310, 1.0756], [-0.8336, 4.1219, -1.3812], [-3.3902, 5.4725, -1.1223], [-1.2407, 6.4058, -1.0782], [2.2558, 7.3155, 0.9065], [1.6562, 6.8844, -0.6983], [1.3679, 8.6993, 1.5501], [2.1504, 5.9448, 2.0057], [3.2971, 7.5954, 0.8112], [-5.8769, -4.1812, 3.3175], [-6.4645, -2.9982, 2.1461], [-4.1174, -4.3031, 3.2491], [-6.4080, -3.7693, 4.9467], [-6.2911, -5.1466, 3.0594], [0.1059, -1.3816, 2.4828], [-1.3638, -1.9895, 3.2521], [0.6994, -2.5420, 1.3017], [-0.1734, 0.1878, 1.7209], [0.8535, -1.2570, 3.2563], [3.6734, 3.0895, -6.9251], [4.4708, 4.6638, -6.8937], [4.1191, 2.1921, -8.3786], [4.0514, 2.1645, -5.4731], [2.6044, 3.2556, -6.9485], [-0.1077, -6.6395, -0.2008], [-1.0252, -5.4465, 0.7262], [1.4190, -5.9673, -0.7549], [0.1685, -8.0903, 0.7636], [-0.6945, -6.9177, -1.0675], [1.0588, -3.9746, -4.2499], [1.9909, -3.0088, -3.0943], [2.1448, -4.9222, -5.2676], [-0.0744, -5.0037, -3.3954], [0.4958, -3.3042, -4.8863], [-3.1337, 5.2062, 4.8985], [-3.2060, 3.4562, 5.0894], [-1.4551, 5.7596, 4.8957], [-3.9477, 5.7161, 3.4211], [-3.6375, 5.6603, 5.7410], [4.3904, 6.8886, 5.5119], [5.9342, 6.0966, 5.2064], [3.8435, 7.7546, 4.0759], [3.1711, 5.7156, 6.0254], [4.5257, 7.6053, 6.3106], [5.5343, -6.3261, -6.2301], [6.3242, -4.7471, -6.2496], [5.8741, -7.2107, -7.7157], [6.0422, -7.2542, -4.8182], [4.4659, -6.1717, -6.1651], [9.5934, -5.9704, -4.1799], [10.5024, -6.3349, -5.6462], [9.8505, -7.2160, -2.9549], [10.0251, -4.3775, -3.5549], [8.5409, -5.9590, -4.4316], [5.8459, -0.2205, 1.1332], [5.7324, -0.2304, 2.9000], [6.7466, -1.6222, 0.5562], [4.2381, -0.1652, 0.4183], [6.3812, 0.6714, 0.8354], [-2.0539, -1.2880, 6.9589], [-0.7220, -1.5236, 8.0879], [-3.5462, -2.0192, 7.5490], [-2.2860, 0.4301, 6.6339], [-1.7855, -1.7741, 6.0302], [8.5762, 0.5818, 5.2074], [7.7276, 1.8119, 6.1502], [10.1497, 1.1783, 4.6789], [8.7433, -0.9100, 6.1317], [7.9872, 0.3687, 4.3258], [9.3360, 5.9527, 3.1897], [8.7246, 5.6030, 1.5706], [8.5313, 7.3677, 3.8672], [9.1222, 4.5574, 4.2480], [10.3936, 6.1653, 3.1122], [2.7878, 0.2414, 6.6165], [2.7721, -1.5027, 6.8772], [4.4352, 0.8294, 6.3953], [1.7787, 0.6743, 5.2298], [2.3710, 0.7177, 7.4940]],
  "e_tot_ha": -25385.483115,
  "charge": 0,
  "largest_force_ev_per_a": 1.2,
  "mol_weight_g_mol": 2322.82,
  "homo_energy_ev": -8.29
}

=====

Record 6
{
  "formula": "CH4N2O2S",
  "method": "ωB97M-V/def2-TZVPD",
  "species": ["C", "N", "N", "O", "O", "S", "H", "H", "H", "H"],
  "coordinates": [[-1.0174, 0.2111, 0.5801], [-1.0170, 1.4428, 0.5274], [0.5087, -0.3463, 0.9555], [0.8870, -2.4242, -0.4255], [0.7958, -0.2974, -1.5303], [1.4638, -1.1274, -0.1963], [-1.8603, -0.5543, 0.4159], [-1.8893, 2.0541, 0.2833], [1.0967, 0.5507, -1.6380], [1.0320, 0.4908, 1.0279]],
  "e_tot_ha": -698.597433,
  "charge": 0,
  "largest_force_ev_per_a": 4.1,
  "mol_weight_g_mol": 108.12,
  "homo_energy_ev": -9.97,
  "e_above_lowest_kcal_mol": 48.9
}